This record from the OMol25 dataset describes a cluster of 2 separate species, C3H9NO in total. The level of theory is the ωB97M-V functional and the def2-TZVPD basis.

Structure (XYZ):
```
14
Properties=species:S:1:pos:R:3:lowdin_charge:R:1
H 1.0439 -0.2190 -1.3420 0.048
C 0.5221 -0.9694 -1.9267 -0.197
H 1.4059 1.8276 1.5247 0.047
H -2.4134 0.6299 1.8534 0.090
H 0.9346 -2.7798 -1.0606 0.050
H 2.2054 -2.1038 -1.8288 0.047
O -1.7603 0.8648 1.1897 -0.022
H 0.4290 -0.6059 -2.9530 0.063
C 0.4194 1.7069 1.1171 -0.003
N 1.2104 -2.2653 -1.8918 -0.077
C -0.5354 1.0793 1.7770 -0.276
H -0.4955 -1.0509 -1.5524 0.066
H -0.4565 0.6755 2.7747 0.105
H 0.2747 2.1079 0.1285 0.059
```

The total energy comes out at -249.647301 a.u. Its HOMO energy is -0.3334 Ha. The HOMO-LUMO gap comes out at 9.8360 eV. The value obtained for the energy above the lowest of the compared OMol25 structures with the same formula, charge and spin is 174.3 kJ/mol.

=====

This record from the OMol25 dataset describes an isolated molecule of C3H9NOS. The level of theory is the ωB97M-V functional and the def2-TZVPD basis.

Structure (XYZ):
```
15
Properties=species:S:1:pos:R:3:lowdin_charge:R:1
S 0.2993 -2.1187 -0.2423 0.693
H 1.4271 0.5080 0.1074 0.109
C -0.6357 1.9862 0.7817 -0.321
H 0.3223 2.5264 0.7586 0.121
H 0.3031 -0.8306 -2.3118 0.078
H -1.3408 2.8285 0.6962 0.115
O -0.8555 1.4576 2.0627 -0.047
H -1.0411 0.2246 0.0037 0.073
H -0.8462 -2.3967 -0.9087 -0.139
C 0.7257 0.6072 -0.7289 -0.341
N -0.5915 1.0748 -0.3445 -0.051
C 0.8414 -0.7738 -1.3505 -0.561
H 1.8436 -1.0305 -1.7015 0.065
H -1.7302 1.0620 2.1400 0.089
H 1.1903 1.3091 -1.4352 0.118
```

The total energy comes out at -647.848940 a.u. Its HOMO energy is -0.3416 Ha. The HOMO-LUMO gap comes out at 10.0983 eV. The value obtained for the energy above the lowest of the compared OMol25 structures with the same formula, charge and spin is 129.0 kJ/mol.

=====

Question: Which of these has the highest energy above the lowest of the compared OMol25 structures with the same formula, charge and spin?
Answer: C3H9NO